Record 1
Entry from the OMol25 dataset: a 3-piece molecular cluster, C4H7NO overall (ωB97M-V/def2-TZVPD).

Geometry as XYZ:
```
13
Properties=species:S:1:pos:R:3:mulliken_charge:R:1
C -1.7215 -1.0702 0.8005 -0.183
H -0.6257 2.0348 1.7080 0.250
C 1.7276 0.0738 -0.9177 -0.091
H -1.0524 1.6411 1.2401 -0.254
H 1.0102 1.6471 -2.1129 0.256
C 1.4205 -1.0060 -0.0182 0.358
O -2.0019 -0.1836 0.0279 -0.433
H -0.2839 0.6732 -1.1965 0.212
C 0.7639 0.8351 -1.4359 -0.576
N 1.1567 -1.8722 0.7055 -0.437
H -1.2359 -0.8712 1.7724 0.288
H -1.9363 -2.1297 0.5707 0.295
H 2.7786 0.2280 -1.1438 0.314
```

Computed properties:
HOMO-LUMO gap, Ha: 0.3930
E_LUMO, eV: 0.43
Total charge: 0
HOMO, eV: -10.26
SMILES string: C=CC#N.[H][H].C=O
ΔE to the lowest compared entry with this formula, charge and spin, eV: 3.342
Strongest force on any atom, hartree/bohr: 0.022


Record 2
Entry from the OMol25 dataset: the molecule C8H8 (ωB97M-V/def2-TZVPD).

Geometry as XYZ:
```
16
Properties=species:S:1:pos:R:3:lowdin_spin:R:1
H 1.5302 1.7058 0.5903 0.001
H -0.7321 2.6419 0.2473 0.001
H 0.5655 -2.3134 0.3410 0.028
C -2.4073 -0.4597 0.3543 0.141
C 2.5425 -0.5415 -0.0187 0.373
C -1.1476 -1.1765 -0.2448 0.701
H -3.3056 -0.6970 -0.1970 0.015
H -1.9481 0.6365 -1.4583 0.014
H -2.2108 -0.4114 1.4566 0.009
H 3.0083 -1.5240 -0.0323 0.019
C 1.2111 -0.3228 -0.0681 0.087
H 3.2815 0.2057 0.1252 0.026
C -0.4658 1.6127 0.0410 -0.007
C 0.1885 -1.3847 -0.0140 0.503
C 0.7649 1.1003 0.2381 0.008
C -1.4383 0.4318 -0.4648 0.081
```

Computed properties:
HOMO-LUMO gap (spin up / spin down), Ha: 0.2515 / 0.2601
E_LUMO (spin up / spin down), eV: 0.88 / -1.90
Total charge: 0
Spin multiplicity: 3
HOMO (spin up / spin down), eV: -5.96 / -8.97
ΔE to the lowest compared entry with this formula, charge and spin, eV: 0.000
Strongest force on any atom, hartree/bohr: 0.137


Record 3
Entry from the OMol25 dataset: the molecule C9H11NO3S (ωB97M-V/def2-TZVPD).

Geometry as XYZ:
```
25
Properties=species:S:1:pos:R:3:mulliken_charge:R:1
C -2.6610 -0.8904 2.6171 -1.372
H -1.2499 -1.2503 0.4549 0.265
H 0.1925 2.0678 2.7308 0.464
C 1.5268 0.6165 -0.0223 -0.265
C -0.5174 -0.4779 0.6334 -0.593
O -1.9731 1.2198 3.4722 -0.578
H -0.2456 0.2773 -3.6783 0.306
C -0.6481 0.3981 1.7071 0.193
H 2.1410 2.2502 1.2031 0.399
C 0.7611 0.5352 -3.3789 -0.874
H -0.0385 -1.9319 -1.4243 0.236
H -3.2224 -0.8977 1.6849 0.355
H -2.0610 -1.7953 2.6728 0.392
S 1.5434 -0.9524 -2.7095 1.051
O 1.2413 -2.0651 -3.5538 -0.640
C 0.3116 1.3921 1.8982 -0.616
N 0.6872 -1.2447 -1.3060 -0.301
C -1.7786 0.3326 2.6730 0.832
C 1.3920 1.4899 1.0422 -0.751
C 0.5636 -0.3686 -0.2359 0.467
H -3.3610 -0.8636 3.4483 0.344
H 2.3798 0.6675 -0.6790 0.574
H 1.3446 0.8499 -4.2342 0.346
O 2.9063 -0.6591 -2.4025 -0.606
H 0.7655 1.2999 -2.6133 0.373
```

Computed properties:
HOMO-LUMO gap, Ha: 0.3340
E_LUMO, eV: 0.04
Total charge: 0
HOMO, eV: -9.05
SMILES string: CC(=O)c1cccc(NS(C)(=O)=O)c1
ΔE to the lowest compared entry with this formula, charge and spin, eV: 0.846
Strongest force on any atom, hartree/bohr: 0.019


Record 4
Entry from the OMol25 dataset: a 2-piece molecular cluster, C3H11NO2S overall (ωB97M-V/def2-TZVPD).

Geometry as XYZ:
```
18
Properties=species:S:1:pos:R:3:mulliken_charge:R:1
H -0.2571 1.7102 -0.3295 0.295
H -0.9875 -0.6561 2.6921 0.212
N -0.6339 0.0527 2.0658 -0.560
H 2.8394 2.8643 -2.3062 0.321
H -0.0382 -2.5183 1.1330 0.427
H 1.4389 0.2541 0.4337 0.316
O 3.2645 3.5859 -2.7771 -0.640
H -1.5414 -0.0502 0.0986 0.251
S -2.5226 -2.7051 1.0614 -0.164
H 3.5760 3.1548 -3.5893 0.317
C -0.8987 -1.9924 0.6875 -1.159
C -0.7609 -0.4744 0.7308 0.487
H -0.9877 0.9794 2.2385 0.215
C 0.5309 -0.0808 -0.0967 -0.556
H -3.2290 -2.1590 0.0740 0.121
O 0.2187 1.0960 -0.9093 -0.539
H -0.7983 -2.2100 -0.3740 0.386
H 0.7867 -0.8512 -0.8333 0.271
```

Computed properties:
HOMO-LUMO gap, Ha: 0.3716
E_LUMO, eV: 0.72
Total charge: 0
HOMO, eV: -9.40
SMILES string: N[C@@H](CO)CS.O
ΔE to the lowest compared entry with this formula, charge and spin, eV: 0.794
Strongest force on any atom, hartree/bohr: 0.044


Record 5
Entry from the OMol25 dataset: a 7-piece molecular cluster, C32H66F2IN6O11PS overall (ωB97M-V/def2-TZVPD).

Geometry as XYZ:
```
120
Properties=species:S:1:pos:R:3:mulliken_charge:R:1
H 2.9746 -0.6368 -3.1040 0.361
O -8.3866 6.5694 6.0129 -0.592
H 12.8157 -4.7651 2.1641 0.297
S -3.3445 1.9930 -2.4684 1.306
C 7.2409 -4.0294 0.4735 -0.837
C -5.0768 0.8550 -0.7035 0.334
O 8.2951 -5.2189 -2.7817 -0.608
H -6.7943 3.1937 0.5207 0.255
H -3.4610 -2.7794 -0.6186 0.189
C 11.2871 -4.5031 4.9713 -0.917
H 3.8870 -1.0374 -5.9132 0.270
C 6.6246 -2.5974 -6.5108 -0.916
H 7.0380 -2.9605 0.5857 0.328
C 7.6508 -5.0091 -1.7613 0.074
H 3.1228 -0.1758 1.7656 0.280
C 1.5942 0.0862 4.5727 -0.965
C -5.9756 3.5426 -0.2753 -0.397
H -8.7727 -1.2376 -0.7880 0.239
H -0.1603 1.6696 -1.9944 -0.168
C 0.9109 1.6507 -2.2130 -0.510
H 7.7829 -4.3940 1.3508 0.253
H -10.6124 1.9916 -1.9969 0.283
N 1.6131 0.2432 3.1332 0.166
H 7.2637 -1.9436 -7.1112 0.331
H -1.6372 1.3978 2.2905 -0.155
H -4.3301 -1.8902 -3.6553 0.400
H 12.3132 -4.4514 5.3465 0.336
H -3.0373 -0.8849 -2.7289 0.099
C 4.9111 -0.8084 -6.2229 -0.888
H -5.6251 6.2014 2.8100 0.354
H -3.2532 2.2198 2.8153 0.217
H 10.1314 -4.3571 -0.8767 0.247
H -7.0226 -2.6472 -1.9524 0.360
C -8.3558 1.5607 -1.4513 0.349
C 2.8633 0.1018 -2.3044 -1.114
H 1.1631 -0.8891 4.8168 0.341
H 1.4292 2.3270 -1.5271 0.338
H 12.5220 -6.0510 3.3720 0.378
H 1.6725 -1.1979 1.6350 0.265
H -7.4141 4.9238 5.3270 0.276
H 7.2525 -3.2849 -5.9375 0.291
O -3.6276 1.0269 -1.0783 -0.395
H 2.6203 0.1379 4.9480 0.340
H 6.5747 -2.6667 -3.9221 0.086
F -5.7033 1.2925 1.8362 -0.377
C -7.0716 2.2650 -2.1871 -0.199
H -6.4764 4.4753 -0.8201 0.518
N 5.8093 -1.7809 -5.6356 0.100
O -1.9808 2.7058 -2.6412 -0.598
O -4.7923 4.1314 1.9034 -0.371
N 8.0630 -4.2295 -0.7019 0.211
O 5.2003 -1.2422 -3.4683 -0.567
C -7.5054 6.0216 5.3620 0.126
C -3.4460 0.2644 1.4781 -0.934
H -8.0329 1.3602 -0.3245 -0.238
H 3.3294 -0.2903 -1.3955 0.266
H 9.5482 -3.0074 0.1417 0.542
O 0.9222 1.4593 1.2887 -0.590
C -9.7118 2.4802 -1.3860 -1.204
I -2.9140 5.1058 -0.2795 0.090
H -2.5957 2.3185 0.9549 -0.225
H 6.6512 -5.4486 -1.6115 0.301
H 1.0727 1.9789 -3.2438 0.440
C 0.9469 1.2697 2.4985 -0.165
H -5.9385 -2.6912 -0.4130 0.326
C -7.8380 -1.4818 -0.1106 -0.764
H 11.3655 -5.7872 2.0335 0.263
C -3.5247 -2.8984 -1.7813 -0.974
H 3.3511 1.0361 -2.5951 0.439
C -2.7362 1.6717 1.9191 0.150
H -3.6396 -0.3170 2.5060 0.479
H 10.8561 -5.4783 5.2153 0.339
F -6.8021 1.7273 -3.5753 -0.385
N 11.3061 -4.3461 3.5317 0.116
C -4.7047 4.1606 0.5440 -0.352
H -5.7312 8.4838 3.9413 0.376
H 5.1758 0.1877 -5.8555 0.271
H -10.0882 2.4903 -0.2563 0.304
H -2.5583 -3.3733 -2.2555 0.339
O -3.5717 1.3894 -3.8812 -0.597
C 10.6398 -3.3196 2.8970 0.062
N -6.5448 6.6683 4.6141 0.176
C -5.5331 5.9473 3.8699 -0.964
C -4.9895 0.4460 0.8588 0.439
H -9.5758 3.5943 -1.7217 0.303
H -4.3986 -3.6837 -1.9935 0.300
H 5.9688 -3.1744 -7.1691 0.336
H -5.6490 4.8668 3.9911 0.278
H 0.9986 0.8706 5.0475 0.322
O 1.0649 -1.9024 -1.5246 -0.667
O 10.6152 -3.1300 1.6872 -0.607
H -7.5049 8.4587 4.1698 0.307
H -5.4454 -0.6454 1.0387 0.214
H 10.1074 -2.6531 3.5948 0.328
H -8.5593 0.5410 -2.0299 0.342
H 2.8290 -1.4617 2.9735 0.380
H 4.9795 -0.8290 -7.3138 0.376
H -2.7782 -0.4653 0.8523 0.243
C -5.6854 2.2729 -1.2468 0.119
C 9.3603 -3.5889 -0.7648 -1.047
N 1.4531 0.3171 -2.0552 0.304
P -5.5046 -0.6416 -1.8187 0.054
H 0.4144 1.9362 3.1963 0.481
H -4.5459 6.2455 4.2342 0.304
C -4.0057 -1.5151 -2.5685 -0.168
H -6.4308 8.5026 5.5873 0.301
C 12.0496 -5.2993 2.7342 -0.917
C -6.5462 8.1158 4.5703 -0.969
C 5.8607 -1.8996 -4.2632 0.307
C 2.3566 -0.7100 2.3357 -0.895
H 6.2929 -4.5676 0.3882 0.294
C -6.6083 -1.9546 -1.0726 -0.479
H 9.3900 -2.9304 -1.6382 0.276
H -7.4332 3.3814 -2.4190 0.432
H -0.3845 -0.4799 -1.5121 0.177
H -8.1574 -2.3659 0.6037 0.325
O -4.7713 2.9147 -2.2566 -0.343
H 10.6915 -3.7186 5.4460 0.292
H -7.5929 -0.5686 0.6031 0.147
C 0.6707 -0.7526 -1.6758 0.203
```

Computed properties:
HOMO-LUMO gap, Ha: 0.2749
E_LUMO, eV: -0.50
Total charge: 0
HOMO, eV: -7.98
SMILES string: CC[C@@H](F)[C@]1(P(CC)CC)OS(=O)(=O)O[C@@]1(CC(=O)I)[C@@H](F)CC.CN(C)C=O.CN(C)C=O.CN(C)C=O.CN(C)C=O.CN(C)C=O.CN(C)C=O
Strongest force on any atom, hartree/bohr: 0.177


Record 6
Entry from the OMol25 dataset: a 5-piece molecular cluster, C40H67ClF14N4O9S overall (ωB97M-V/def2-TZVPD).

Geometry as XYZ:
```
136
Properties=species:S:1:pos:R:3:mulliken_charge:R:1
C -0.1758 2.6972 -1.2306 1.488
H -2.6420 -3.8379 2.3111 0.348
C 5.6621 -0.2529 4.4611 0.756
N 2.2162 -4.1301 -3.4487 -0.750
C 5.2620 1.2066 3.9258 0.285
O -6.6549 3.4698 -5.9735 -0.409
N 5.4308 -7.4924 4.9793 -0.734
H -5.2933 2.4499 0.7445 0.320
C -6.8703 4.7596 -6.5215 -0.633
O 2.9820 -1.3687 -3.2803 -0.051
H -5.3772 5.8200 -4.3578 0.393
H -3.2482 -6.2305 2.8697 0.265
H -3.4976 -5.9820 0.7476 0.277
C 3.0699 -3.5465 -4.4911 0.325
H 5.1627 -5.4805 6.8622 0.389
H -3.5426 -5.9800 4.5820 0.378
H -5.2801 -6.1785 0.6713 0.346
H 1.3425 2.4876 0.9195 -0.180
H -4.6494 3.4712 -6.5367 0.470
H -4.8779 -6.4511 3.5275 0.357
C 4.2947 -1.1358 -2.7973 -0.682
C 1.8248 -0.0667 2.3395 0.675
C 4.5075 -4.0130 -4.2736 -1.365
H -7.7929 4.7285 -7.1052 0.256
H -4.3804 -5.4998 -0.6982 0.237
C -5.2899 3.1642 -5.7011 -1.014
O -4.5714 -4.2209 0.8799 -0.191
N -5.7058 3.4413 -3.2623 -0.622
H -5.2391 2.0710 -5.6580 0.376
H -6.1055 -4.7669 2.1780 0.435
C -1.2904 6.6827 -0.9231 -0.730
H -3.8288 3.2026 -4.1367 0.212
H 1.9299 -1.7837 -4.9477 0.298
O 6.5903 -5.8814 2.9049 -0.435
F 0.4995 -0.1305 2.8903 -0.256
F 6.4624 1.7526 3.3504 -0.290
C -1.4880 2.0639 -0.5364 -1.556
H -1.7031 8.5113 0.3223 0.340
H -0.5036 7.3946 1.1322 0.123
H -5.8283 2.4325 -3.1855 0.239
H 4.7398 -4.9536 5.2422 0.251
C -1.5035 2.1210 1.0601 1.153
O -0.5344 2.5165 -2.6619 -0.548
H -2.2333 0.3002 2.2854 0.165
F 2.5817 -0.6131 -0.0299 -0.292
C 2.9246 -2.0119 -4.5501 -0.796
C 1.1979 1.8192 -1.2027 -1.402
C -3.5267 -0.7606 0.1000 -0.234
H -4.8173 -4.0048 4.2443 0.417
F 2.0380 2.2675 3.3140 -0.221
Cl 2.5875 5.8946 2.0118 -0.203
H -2.1544 4.7892 -1.7252 -0.064
H -3.2644 1.8710 2.4975 0.400
C -6.0663 0.7073 -0.6727 -0.532
H 3.6458 -1.5644 -5.2447 0.405
F -2.5444 6.8769 1.2989 -0.326
H -6.0542 5.0693 -7.1805 0.290
F 5.6211 -0.2235 5.8906 -0.262
C -4.7718 3.7150 -4.3569 0.828
H 7.8958 -5.1695 4.3629 0.376
F 2.3497 -1.3948 2.5054 -0.233
S 0.0240 3.6893 -3.7221 1.165
C 1.3180 4.8962 -0.4185 -1.214
H 2.2527 4.2562 -0.5818 0.447
C -4.4332 -5.5454 0.3920 -0.820
H -7.0427 1.2195 -0.9672 0.400
H -0.2820 7.0494 -1.3490 0.252
C -5.8049 -0.7201 -1.2514 -0.600
H 4.5956 -5.0796 -4.4982 0.349
H 1.9438 2.4473 -1.8272 0.353
H -1.6817 3.1782 1.4908 0.331
C 4.1751 1.2310 2.7477 0.716
C 2.6607 0.9795 3.1992 0.476
F 4.8388 -1.2963 4.0141 -0.224
C -5.0821 1.4105 0.3114 -0.325
H -5.5847 -3.0908 2.2044 0.329
O 1.2583 3.0806 -4.3199 -0.603
H -6.6252 3.7744 -3.5550 0.312
H 4.6413 -1.9958 -2.2203 0.217
H -4.2177 -2.5110 -1.2463 0.269
F 4.6500 0.3904 1.7178 -0.258
H -0.5364 1.7553 1.5607 -0.975
C 7.2785 -6.0485 4.1407 -0.685
H 1.0962 0.8278 -1.7560 0.424
H 2.4106 -3.6285 -2.5813 0.305
C -1.4658 7.3933 0.4985 -0.243
H -2.4446 2.5453 -0.9568 0.366
F 4.9517 2.1021 4.9978 -0.269
C -2.6827 1.2087 1.7498 -1.066
C -4.2925 -4.3658 3.3530 0.344
H -3.9021 5.4778 -5.2780 0.352
H 4.2579 -0.2795 -2.1202 0.078
H 6.5902 -3.8083 3.1883 0.268
O -1.1040 3.8772 -4.6822 -0.511
C -4.5024 -1.4646 -0.8807 -0.482
H 4.9823 -4.6054 3.1359 0.198
H 7.9721 -6.8804 3.9778 0.346
H -2.0946 7.1161 -1.6246 0.335
H -3.2501 -2.6251 3.1654 0.222
F 7.0095 -0.5500 4.1383 -0.242
H 4.9976 -0.9090 -3.6041 0.407
C 5.9967 -4.6056 2.7314 -0.575
H -3.8737 5.4851 -3.5119 -0.011
H -2.5748 -1.3119 0.3880 0.365
N -3.0344 -3.6191 3.2275 -0.693
H 5.9226 -4.4101 1.6593 0.308
H -1.5262 0.9632 -0.8854 0.432
H 1.5478 5.9085 -0.9273 0.628
C -4.4725 5.2098 -4.3852 -1.226
C 5.5789 -5.2324 5.8819 -1.367
F 4.2182 2.5692 2.2145 -0.289
H -6.5559 -1.2394 -1.9502 0.317
C -3.7679 0.6564 0.7188 0.700
H 2.9780 1.8901 0.1312 0.674
C -1.4107 5.0747 -0.8928 0.318
C 1.1165 5.1913 1.1238 0.401
C 1.7027 0.1963 0.7732 0.325
H 5.1966 -3.4770 -4.9313 0.340
H -7.0121 5.4897 -5.7218 0.223
O 0.1151 4.9820 1.8220 -0.379
C 6.3677 -6.4177 5.3298 0.358
C 1.8469 1.6981 0.2746 -0.177
H 5.9656 -8.3132 4.6998 0.275
F 2.6565 0.4736 4.5485 -0.330
H 4.9548 -7.2119 4.1213 0.316
H 1.2463 -3.8931 -3.6508 0.279
C 0.0079 4.3239 -1.1817 0.499
H 7.0153 -6.7779 6.1368 0.394
C -5.2191 -4.1216 2.1444 -0.778
F 0.3756 -0.2403 0.3909 -0.237
H 2.7459 -3.9420 -5.4600 0.425
H -1.8636 4.7953 0.1134 0.115
H 6.2226 -4.3576 6.0061 0.320
O 0.2779 4.8504 -2.5471 -0.358
H 4.8402 -3.8772 -3.2430 0.259
C -3.9731 -5.8407 3.5864 -1.462
```

Computed properties:
HOMO-LUMO gap, Ha: 0.3062
E_LUMO, eV: -0.27
Total charge: 0
HOMO, eV: -8.60
SMILES string: O=C(Cl)C[C@@]1(CCCF)OS(=O)(=O)O[C@@]1(CCCc1ccccc1)CCC(F)(F)C(F)(F)C(F)(F)C(F)(F)C(F)(F)C(F)(F)F.COC[C@@H](C)N.COC[C@@H](C)N.COC[C@@H](C)N.COC[C@@H](C)N
Strongest force on any atom, hartree/bohr: 0.094


Q: Number 5 is which compound?
A: C32H66F2IN6O11PS


Q: Which of these has the lowest strongest force on any atom?
A: C9H11NO3S